(1)
A cluster of 6 separate species, C28H67BF4N4O4 in total. Source: the OMol25 dataset; level of theory: ωB97M-V with the def2-TZVPD basis set.

Results
- charge = +1
- expectation value of S² = 0.750
- spin multiplicity = 2
- total energy (Ha) = -2051.01514
- molar mass (g mol⁻¹) = 610.67
- HOMO-LUMO gap (spin up / spin down) (eV) = 2.18 / 8.21
- highest occupied orbital energy (spin up / spin down) (eV) = -3.998 / -10.079

Geometry as XYZ:
```
108
Properties=species:S:1:pos:R:3:forces:R:3:mulliken_spin:R:1
F 19.25590 -21.28130 0.61211 -0.1 -1.0 0.9 -0.0056
F 18.83779 -19.10838 0.34303 -2.4 2.7 1.4 0.0176
F 19.45782 -20.28478 -1.36675 -0.5 -0.6 -2.6 0.0050
F 20.93328 -19.72626 0.17087 1.6 0.0 0.8 -0.0012
O 14.93776 -21.71503 -1.00301 -1.5 0.3 1.1 -0.9569
O 17.70303 -19.09136 4.46237 1.9 1.0 0.6 0.0169
O 13.07440 -19.99450 -3.70472 1.4 1.7 0.2 -0.2695
O 15.52200 -19.00092 4.69405 -1.9 0.7 0.8 -0.0105
N 15.89299 -24.18287 0.82995 0.2 1.2 0.1 -1.2248
N 18.07912 -15.43084 3.92866 -0.1 -0.2 -0.1 -0.0075
N 15.18320 -17.51479 -2.10008 -0.8 0.1 2.3 -0.4835
N 12.84881 -20.49521 6.80682 2.1 -0.1 1.3 -0.1620
C 12.64710 -17.92085 6.44245 -0.9 0.2 0.8 -0.0113
C 15.28548 -15.98232 -2.09637 0.6 -1.1 -1.5 0.0702
C 15.75986 -23.16260 1.99485 -0.5 -1.2 -0.9 0.2423
C 12.80390 -20.95113 5.35940 -0.9 0.0 0.5 0.2736
C 11.55913 -16.77632 6.51960 0.4 -1.5 -0.4 0.0022
C 18.69769 -16.28811 2.76967 -0.1 0.9 0.0 -0.0009
C 16.56096 -19.11361 4.02603 -0.2 -1.6 -1.0 -0.2128
C 16.43327 -19.53695 2.55425 -0.9 -0.4 -0.4 0.0991
C 14.50974 -24.68055 0.36222 1.0 1.0 1.2 0.5933
C 18.37562 -13.86436 3.86435 -1.6 -2.6 0.2 0.0026
C 16.53912 -15.69500 3.99646 0.8 -0.2 0.6 0.0024
C 14.45289 -19.51600 -3.64157 -0.6 -0.8 0.3 -0.5246
C 14.34406 -20.42840 7.25082 -0.3 1.6 -0.7 0.0267
C 18.78243 -16.01888 5.18314 -0.3 0.7 -0.6 -0.0007
C 16.26608 -21.88730 -0.65387 0.6 -0.5 0.0 -0.0528
C 15.74714 -15.45815 2.69002 -0.2 0.1 1.3 -0.0147
C 12.09018 -19.19074 7.13544 -0.4 -0.4 -1.9 0.0069
C 16.64105 -23.39986 -0.39225 0.1 -0.1 1.6 0.1418
C 14.64723 -17.98437 -3.48447 1.6 0.0 0.4 0.0420
C 12.34362 -21.66827 7.72692 1.3 0.5 -1.9 0.0205
C 14.19476 -15.57552 2.96765 1.7 1.1 -0.7 0.0522
C 14.12628 -17.82306 -1.00990 1.4 -0.4 0.2 0.5183
C 19.98619 -16.74981 4.67364 2.1 -0.7 0.7 0.0005
C 16.62022 -18.05904 -1.65246 -0.8 0.3 -1.4 -0.1578
C 16.73101 -25.35753 1.42471 -0.6 1.5 -1.7 0.1304
C 14.37046 -20.58735 8.72261 -0.2 -1.2 -0.2 -0.0036
C 13.27435 -21.67556 8.92403 -0.1 1.2 1.4 0.0102
C 20.17215 -16.56834 3.15467 -1.2 -0.3 0.2 -0.0005
B 19.64520 -20.11379 -0.03106 0.7 -0.8 -0.5 -0.0054
H 16.46183 -24.03051 -1.26303 0.0 0.2 0.0 -0.3376
H 11.35045 -16.53307 7.56141 0.0 0.3 -0.1 -0.0007
H 15.46284 -17.62308 -4.11085 0.0 -0.4 -0.4 -0.0218
H 13.51429 -17.63475 7.03762 0.2 0.2 -0.4 -0.0004
H 11.11956 -19.47717 6.73055 -0.3 0.5 -0.1 0.0052
H 14.97484 -20.09099 -2.87668 -0.1 0.6 1.1 0.6526
H 16.19709 -25.77368 2.27902 0.0 0.1 -0.2 0.0304
H 14.10430 -25.30506 1.15827 0.0 -0.1 0.0 0.0422
H 14.85512 -22.15750 -1.85094 -0.7 -0.4 -1.1 0.8783
H 13.08160 -20.21352 4.60647 0.1 0.3 0.5 -0.1464
H 14.88851 -21.24119 6.77014 -0.3 0.1 -0.1 0.0125
H 14.54118 -17.36080 -0.11420 -0.3 0.1 0.1 0.0850
H 11.91656 -19.00430 8.19525 0.6 -0.6 0.2 0.0001
H 19.88522 -17.77436 5.03168 -0.1 -0.3 -0.9 -0.0001
H 13.95945 -14.69650 3.56769 -0.4 -0.4 0.5 -0.0099
H 15.38920 -20.91124 8.93560 -0.2 -0.2 0.5 0.0008
H 13.94210 -16.54721 3.39201 -0.1 0.2 0.1 -0.0328
H 13.17490 -20.90106 -4.00414 -0.2 -0.6 0.0 0.0886
H 13.93347 -23.75728 0.30224 -0.2 -0.3 -0.5 -0.0213
H 17.01694 -20.43762 2.36391 0.7 0.5 0.0 0.0135
H 16.72647 -19.14303 -1.69445 -0.5 0.1 -0.1 0.1234
H 16.71013 -22.68360 2.23078 0.1 -0.3 -0.2 0.1125
H 16.94866 -17.74187 -0.66269 -0.7 0.2 0.0 0.0707
H 20.85301 -16.42874 5.25126 0.3 0.3 -0.3 -0.0001
H 13.12478 -17.44568 -1.21655 0.3 0.1 -0.5 0.0315
H 13.67922 -15.38248 2.02687 -0.1 -0.4 0.0 0.0247
H 13.72697 -22.65229 9.09497 -0.4 0.1 0.2 -0.0022
H 20.55423 -17.41969 2.59136 -0.5 -0.6 0.4 0.0003
H 16.00407 -16.08020 1.83262 0.4 -0.2 0.3 0.0138
H 15.03789 -22.39235 1.72359 0.0 -0.2 0.0 0.0585
H 12.72664 -21.25353 9.76666 -0.1 -1.1 0.4 0.0005
H 18.22965 -16.79274 5.71573 -0.9 0.6 -0.3 0.0007
H 14.31022 -15.56013 -2.33871 0.0 0.0 0.5 -0.0071
H 15.03644 -19.97984 -4.43682 -0.2 1.0 -1.0 0.1486
H 17.73756 -13.53695 3.04351 0.8 0.3 -0.3 -0.0020
H 12.93217 -18.12323 5.41003 0.2 0.0 0.1 0.0245
H 17.67085 -23.48959 -0.04647 0.2 0.3 -0.4 0.1643
H 19.01546 -15.16674 5.82163 -0.1 -0.1 0.1 0.0000
H 18.05469 -17.16824 2.77459 0.6 -0.4 0.2 0.0003
H 12.59201 -22.51518 7.08727 -0.5 -0.3 0.2 -0.0039
H 15.78058 -15.60097 -1.20332 -0.5 -0.3 0.1 -0.0285
H 20.94199 -15.84521 2.88533 -0.6 0.8 0.2 -0.0001
H 17.68820 -24.91700 1.70369 0.0 -0.3 0.0 0.0456
H 15.41220 -23.79687 2.81028 -0.1 0.5 0.3 -0.0494
H 14.08437 -18.89315 -0.80683 0.0 -0.1 -0.4 -0.2606
H 18.50030 -15.81698 1.80678 0.3 0.4 0.1 0.0054
H 16.05480 -14.43177 2.49004 -0.7 0.2 -0.8 -0.0097
H 16.21044 -15.04450 4.80697 -0.3 0.7 -0.3 0.0015
H 17.28578 -17.61716 -2.39399 0.1 -0.1 0.1 -0.0109
H 16.40292 -16.64582 4.51172 0.2 -0.6 -0.8 -0.0094
H 17.89189 -13.48862 4.76596 0.5 0.1 0.1 0.0006
H 14.16390 -19.70847 9.33335 0.0 0.1 -0.4 -0.0016
H 11.78410 -21.31359 5.23003 0.0 0.1 -0.4 -0.0048
H 16.82315 -26.06734 0.60265 0.2 -0.2 0.3 -0.0082
H 19.45176 -13.69511 3.82724 -0.3 0.0 -0.3 0.0004
H 16.50845 -21.14199 0.10368 0.2 -0.7 0.6 0.6743
H 16.66990 -18.75349 1.83432 0.5 0.0 0.0 0.0214
H 13.84835 -17.27292 -3.69357 -0.5 -0.7 0.0 0.0666
H 10.65390 -17.17927 6.06543 -0.2 0.0 0.2 -0.0014
H 11.77781 -15.90255 5.90574 0.5 0.0 0.4 0.0001
H 11.26563 -21.57206 7.85650 0.2 0.0 0.2 -0.0110
H 14.80244 -19.48265 6.96179 -0.2 -0.2 -0.7 0.0117
H 15.42497 -19.85244 2.28611 -0.5 0.2 0.3 -0.0221
H 15.94033 -15.75206 -2.93675 0.1 0.2 0.0 0.0374
H 16.78055 -21.48913 -1.52844 1.3 -0.8 -0.1 0.3378
H 13.46895 -21.80776 5.24985 0.0 0.2 0.2 0.1289
H 14.58390 -25.23474 -0.57345 0.1 0.3 0.0 -0.0792
```
Positions in Å, forces in eV/Å.

=====

(2)
A cluster of 8 separate species, C28H67N9O7PS in total. Source: the OMol25 dataset; level of theory: ωB97M-V with the def2-TZVPD basis set.

Results
- charge = +1
- spin multiplicity = 1
- total energy (Ha) = -2865.88470
- molar mass (g mol⁻¹) = 704.94
- HOMO-LUMO gap (eV) = 8.10
- highest occupied orbital energy (eV) = -10.401

Geometry as XYZ:
```
113
Properties=species:S:1:pos:R:3:forces:R:3:mulliken_charge:R:1
S 2.70404 2.25041 -8.08126 0.1 0.1 -0.1 -0.2790
P 1.65250 1.14378 -6.69419 0.1 0.0 0.0 0.5928
O -2.10201 4.08357 -1.57776 0.0 -0.1 -0.1 -0.5969
O 0.89632 -1.59679 -2.26905 0.0 0.0 -0.1 -0.6386
O 1.52295 -5.49740 3.87927 0.0 0.0 -0.1 -0.6454
O 3.90526 -0.33288 4.03773 -0.1 0.0 -0.1 -0.5975
O -4.58339 9.84835 -2.59158 0.0 0.0 0.0 -0.5833
O -1.38967 -0.15810 2.44656 0.0 -0.1 0.0 -0.6390
O -2.61856 -4.50295 6.74285 0.0 0.0 -0.1 -0.6135
N 3.22935 1.65799 4.89134 0.0 0.0 0.0 0.1394
N -3.01941 8.22499 -2.84187 0.0 0.0 0.0 0.1617
N 2.77112 0.52035 -5.68164 -0.4 -0.1 0.2 -0.2920
N 1.86431 -3.60567 -1.84604 0.0 0.0 0.0 0.1882
N -2.68657 2.90677 0.26551 0.0 0.0 0.0 0.1677
N -2.36122 -2.26245 6.51799 0.0 0.0 0.0 0.1640
N 0.01117 -1.89443 2.01822 0.0 0.0 -0.1 0.3771
N -0.24769 1.57748 -4.89013 0.2 0.2 0.3 0.0673
N -0.09920 -7.07888 3.91812 0.0 0.1 0.0 0.1919
C -1.19298 -1.34022 2.19894 -0.1 0.1 0.0 -0.0128
C 0.16804 -3.30938 1.73668 0.0 0.1 0.1 -1.0226
C -3.36211 2.85427 1.54843 0.0 0.0 0.0 -0.8038
C 1.70705 -5.02328 -1.58277 0.0 0.0 0.0 -1.0739
C -1.93961 9.16159 -2.58954 0.0 0.0 0.0 -0.9621
C 0.81376 -2.79723 -2.05647 0.0 0.0 0.1 -0.1007
C -2.69099 3.99926 -0.50897 0.1 0.0 0.0 0.1469
C -1.37700 2.36129 -4.35552 -0.1 0.1 0.0 -0.7257
C -0.75383 -6.44441 5.05532 0.1 0.0 0.0 -0.7987
C 3.12960 0.71959 -3.21402 0.1 -0.1 0.0 -0.7545
C 1.02089 -6.51504 3.43333 -0.1 0.0 0.1 0.1201
C 1.19016 -1.04732 2.10901 0.0 0.0 0.0 -1.0258
C 0.83283 -0.24853 -7.49727 0.0 -0.2 0.0 -0.4894
C 0.64174 -1.48875 -6.64684 0.1 0.0 0.1 -0.5458
C -4.28578 8.69301 -2.81577 0.0 0.0 0.0 0.1355
C -1.74648 -2.15776 7.83064 0.0 0.0 0.0 -0.9928
C -2.74467 -3.48162 6.09417 0.0 0.0 0.1 0.1050
C -2.71142 6.83626 -3.10879 0.0 0.1 0.0 -0.9603
C -0.13285 -1.59476 -5.57763 -0.1 0.0 0.0 -0.4811
C 0.51449 2.29106 -5.88783 -0.2 0.1 0.0 -0.9745
C 2.65842 2.39560 5.99712 0.0 0.0 0.0 -0.9244
C 3.61161 2.36389 3.68208 0.0 0.0 0.0 -0.8812
C 3.42690 0.32456 4.94215 0.0 0.0 0.0 0.0987
C -1.98380 1.72376 -0.20130 0.0 0.0 0.0 -0.6926
C 3.19930 -3.03294 -1.87031 0.0 0.0 0.0 -0.8742
C -0.66342 -8.28503 3.35499 0.0 0.0 0.0 -0.9367
C 3.39513 1.31895 -4.59522 0.2 0.0 -0.2 -0.4451
C -2.54008 -1.07042 5.71789 0.0 0.0 0.0 -0.9945
H -2.30540 2.10387 -4.86556 0.0 0.0 -0.1 0.3635
H -0.19144 -2.53080 -5.03978 0.0 0.0 0.0 0.2724
H -1.64677 -7.00455 5.31803 0.0 0.0 0.0 0.4287
H -2.42577 -2.51330 8.60544 0.0 0.0 0.0 0.3028
H 4.03575 0.27414 -2.80492 0.0 0.0 0.0 0.3638
H -3.28039 4.83345 -0.09500 0.0 0.0 0.0 0.2452
H 2.51531 -0.42138 -5.39695 0.1 0.0 0.0 0.3107
H -0.83932 -2.76057 7.88051 0.0 0.0 0.0 0.3025
H -0.08155 -6.41091 5.91176 0.0 0.0 0.0 0.2923
H 3.02874 2.34548 -4.65627 0.0 0.0 0.0 0.2566
H -3.19351 -3.46702 5.08474 0.0 0.0 0.0 0.3520
H -0.92708 1.94142 -0.36459 0.0 0.0 0.0 0.2763
H -2.10006 6.74634 -4.01162 0.0 0.0 0.0 0.3406
H -1.58488 -0.59454 5.49039 0.0 0.0 0.0 0.3576
H -2.65368 2.63066 2.34653 0.0 0.0 0.0 0.2601
H -3.63717 6.28449 -3.26404 0.0 0.0 0.0 0.2475
H 3.10721 -0.12498 5.89714 0.0 0.0 0.0 0.3151
H 2.43891 1.70680 6.81123 0.0 0.0 0.0 0.2843
H -1.03423 -5.42075 4.81698 0.0 0.0 0.0 0.0575
H 3.30001 -2.25286 -1.11509 0.0 0.0 0.0 0.2804
H 4.67588 2.23926 3.48089 0.0 0.0 0.0 0.3088
H 0.77634 -3.79456 2.49982 0.0 0.0 0.0 0.5099
H 1.13594 -0.24756 1.36870 0.0 0.0 0.0 0.2881
H -4.13095 2.08017 1.54881 0.0 0.0 0.0 0.3008
H 1.44995 -7.06296 2.57655 0.0 0.0 0.0 0.2879
H -1.21151 3.43904 -4.44473 0.0 0.0 0.0 0.3462
H 0.36549 1.36580 -4.10952 0.0 -0.2 -0.1 0.0288
H -2.41114 1.37947 -1.14523 0.0 0.0 0.0 0.2168
H 1.10461 3.14465 -5.52124 0.0 0.0 0.0 0.4283
H 2.37974 -0.07396 -3.24777 -0.1 0.1 0.1 -0.0557
H -3.17535 -0.34592 6.23222 0.0 0.0 0.0 0.3706
H -0.15526 -3.31971 -2.00818 0.0 0.0 0.0 0.3978
H -1.94408 9.96732 -3.32436 0.0 0.0 0.0 0.3024
H 0.63691 -3.45970 0.76055 0.0 0.0 0.0 0.1246
H 3.38962 3.42115 3.80878 0.0 0.0 0.0 0.3881
H -2.07294 0.94908 0.55454 0.0 0.0 0.0 0.1193
H 3.35271 3.15324 6.36553 0.0 0.0 0.0 0.3505
H -0.14806 2.68854 -6.66420 0.0 -0.1 0.0 0.7225
H 3.06262 1.98054 2.82069 0.0 0.0 0.0 0.2043
H 4.46259 1.36714 -4.80464 0.0 0.0 0.0 0.4367
H -2.17445 6.37278 -2.28150 0.0 0.0 0.0 0.3795
H 3.41194 -2.58934 -2.84429 0.0 0.0 0.0 0.2083
H -1.67732 -8.11049 2.98883 0.0 0.0 0.0 0.3375
H 2.07986 -1.64749 1.94063 0.0 0.0 0.0 0.4297
H 2.11392 -5.28402 -0.60472 0.0 0.0 0.0 0.4184
H 2.21628 -5.61961 -2.34126 0.0 0.0 0.0 0.3806
H 1.73040 2.89031 5.70286 0.0 0.0 0.0 0.3344
H -2.02129 -2.06091 2.08810 0.0 0.0 0.0 0.3811
H -3.83305 3.81581 1.74594 0.0 0.0 0.0 0.3177
H -2.04124 9.61561 -1.60337 0.0 0.0 0.0 0.3014
H -0.10120 0.12866 -7.92354 0.0 0.0 0.1 0.4415
H 1.26301 -0.59163 3.09506 0.0 0.0 0.0 0.2256
H 3.92289 -3.81971 -1.67292 0.0 0.0 0.0 0.4115
H 1.59602 2.82283 -8.58242 0.0 0.0 0.0 0.2032
H -1.49936 -1.11506 8.01754 0.0 0.0 0.0 0.3996
H -5.03873 7.91186 -3.01976 0.0 0.0 0.0 0.2686
H -1.49490 2.15203 -3.29485 -0.1 0.0 0.0 -0.0264
H -0.81700 -3.77570 1.72453 0.0 0.0 0.0 0.4210
H -0.99343 8.62694 -2.64390 0.0 0.0 0.0 0.3718
H 0.64841 -5.27612 -1.59610 0.0 0.0 0.0 0.3066
H -3.01707 -1.33358 4.77580 0.0 0.0 0.0 0.2700
H -0.04528 -8.61776 2.52205 0.0 0.0 0.0 0.2962
H -0.70056 -9.08457 4.09702 0.0 0.0 0.0 0.3380
H 1.21274 -2.35001 -6.97647 0.0 0.0 0.0 0.3551
H 1.48604 -0.49556 -8.33590 0.0 0.1 -0.1 0.4512
H -0.72413 -0.76756 -5.20505 0.1 0.0 0.0 0.1413
H 2.79553 1.47572 -2.50502 0.0 0.0 0.0 0.3527
```
Positions in Å, forces in eV/Å.